Run 1
A cluster of 3 separate species, C12H15N3 in total, computed with ωB97M-V/def2-TZVPD.

Last column: natural (NBO) charge in e.
Element x y z (Å)
1 C -0.7173 -4.7233 -2.0405  -0.34
2 C -1.2797 -4.9482 -0.6343  -0.33
3 C -0.0599 -5.0747 0.3073  -0.11
4 N 0.9536 -5.1040 -0.5130  -0.49
5 C 0.7943 -4.7771 -1.7859  -0.12
6 H -1.3142 -4.5962 -3.0641  0.26
7 H -2.4323 -4.8846 -0.4505  0.25
8 H -0.1048 -5.3863 1.3773  0.24
9 H 2.0108 -5.1974 -0.2951  0.43
10 H 1.5616 -4.6577 -2.5911  0.24
11 C -2.0613 0.2144 -0.7458  -0.33
12 C -0.7090 0.4402 0.0460  -0.31
13 C 0.0321 -0.8418 0.0634  -0.09
14 N -0.6986 -1.8824 -0.5874  -0.59
15 C -1.9131 -1.2707 -1.0560  -0.07
16 H -2.7965 0.9249 -1.1687  0.24
17 H -0.4317 1.3781 0.5258  0.22
18 H 1.0667 -1.2018 0.4540  0.21
19 H -0.3795 -2.9696 -0.7014  0.48
20 H -2.7209 -1.8681 -1.6644  0.21
21 C 0.9513 4.3241 1.5808  -0.30
22 C 0.9384 5.2960 2.6420  -0.30
23 C 1.1693 6.6575 2.0672  -0.11
24 N 1.2291 6.5458 0.7090  -0.50
25 C 1.1124 5.2374 0.2992  -0.09
26 H 0.8943 3.2165 1.6361  0.24
27 H 0.8786 5.0689 3.7383  0.23
28 H 1.1507 7.5970 2.5349  0.20
29 H 1.5414 7.4134 0.1005  0.43
30 H 1.3342 5.0698 -0.7838  0.21

SMILES string   c1cc[nH]c1.c1cc[nH]c1.c1cc[nH]c1
HOMO level   -7.5 eV
Gap between HOMO and LUMO   8.074 eV
Lowest unoccupied orbital energy   0.6 eV
Multiplicity   1

=====

Run 2
The molecule C12H15N3, computed with ωB97M-V/def2-TZVPD.

Last column: natural (NBO) charge in e.
Element x y z (Å)
1 C -0.4950 0.8806 2.8961  -0.62
2 C -1.7395 0.6465 2.1159  -0.45
3 C -1.6789 -0.5000 1.1193  -0.21
4 N -0.6559 -0.3233 0.0864  -0.24
5 C 0.6879 -0.6778 0.2610  0.21
6 C 1.2067 -1.3759 1.3394  -0.35
7 C 2.4580 -1.9254 1.2827  0.04
8 N 3.3801 -1.7701 0.2415  -0.43
9 C 2.8220 -0.8554 -0.6956  0.03
10 C 1.6131 -0.2810 -0.6257  -0.30
11 N -0.9689 0.4921 -0.9628  -0.21
12 C -1.5972 0.0112 -2.0934  -0.04
13 C -1.9503 1.0106 -2.9277  -0.30
14 C -1.3791 2.2882 -2.3335  -0.28
15 C -0.8478 1.9039 -1.1232  -0.08
16 H 0.5094 0.8072 2.3299  0.22
17 H -0.5920 1.8524 3.4895  0.23
18 H -0.3739 -0.0352 3.6923  0.20
19 H -2.4644 0.4099 2.8946  0.21
20 H -2.2880 1.5446 1.7266  0.22
21 H -2.7291 -1.0006 0.9253  0.22
22 H -1.2263 -1.2909 1.5885  0.20
23 H 0.5471 -1.5985 2.1367  0.22
24 H 2.9640 -2.2142 2.3167  0.20
25 H 3.4288 -0.5764 -1.4833  0.19
26 H 1.4884 0.7186 -1.3832  0.24
27 H -2.1091 -1.0155 -2.0003  0.22
28 H -2.2847 1.0120 -3.8858  0.22
29 H -1.3346 3.2667 -2.7649  0.23
30 H -0.4223 2.5756 -0.4315  0.22

SMILES string   CCCN(c1ccncc1)n1cccc1
HOMO level   -8.7 eV
Gap between HOMO and LUMO   9.390 eV
Lowest unoccupied orbital energy   0.7 eV
Multiplicity   1

=====

Which of them is the least stable? Correct choice: run 1.

=====

Run 1
A cluster of 4 separate species, C3H14N2O2S in total, computed with ωB97M-V/def2-TZVPD.

Last column: natural (NBO) charge in e.
Element x y z (Å)
1 N -0.7205 0.7813 1.5538  -0.53
2 C 0.3026 -0.2285 1.3959  -0.12
3 C 1.7324 0.2450 0.9447  -0.59
4 S 2.1099 0.1634 -0.8502  0.07
5 C -0.2387 -1.2843 0.4353  -0.23
6 N -1.5897 -1.6511 0.8759  -0.75
7 H -0.5432 1.3153 2.3713  0.34
8 H 1.2777 3.1613 -1.2432  0.01
9 H 1.2230 3.2801 -0.5242  -0.01
10 H 0.4236 -0.7388 2.3906  0.23
11 H 1.8902 1.2934 1.3009  0.24
12 H 2.4961 -0.4622 1.4821  0.26
13 H 0.3730 -2.1235 0.3959  0.20
14 H -0.2558 -0.7819 -0.5744  0.21
15 H -2.0874 -1.9165 0.1031  0.39
16 H -1.9606 -0.8163 1.2708  0.37
17 H 0.0567 1.1878 -1.1263  0.47
18 H -0.9096 1.3165 0.1435  0.48
19 O -0.8885 1.3987 -0.9026  -0.98
20 H -2.6699 -0.3938 -2.6641  0.46
21 H -1.7966 0.2455 -1.5451  0.50
22 O -2.3468 -0.5844 -1.8274  -1.01

HOMO level   -9.1 eV
Gap between HOMO and LUMO   4.949 eV
Lowest unoccupied orbital energy   -4.2 eV
Multiplicity   1

=====

Run 2
A cluster of 3 separate species, C3H14N2O2S in total, computed with ωB97M-V/def2-TZVPD.

Last column: natural (NBO) charge in e.
Element x y z (Å)
1 N -1.0083 0.3120 -1.4492  -0.87
2 C 0.1582 -0.4642 -1.8052  -0.06
3 N 0.4425 -1.6766 -1.0640  -0.64
4 C 1.2684 -1.4921 0.1468  -0.24
5 C 0.5072 -1.2763 1.4342  -0.49
6 S 1.6150 -1.4639 2.9711  -0.10
7 H -1.8983 -0.1793 -1.3252  0.36
8 H -0.9631 0.7613 -0.5383  0.36
9 H 1.0449 0.1882 -1.8064  0.19
10 H 0.0085 -0.7277 -2.8805  0.18
11 H -0.3085 -2.3015 -0.8221  0.36
12 H 1.9731 -0.6231 -0.0137  0.21
13 H 1.9133 -2.3596 0.2182  0.19
14 H -0.2725 -1.9357 1.8315  0.23
15 H 0.2506 -0.2309 1.5861  0.21
16 H 2.4531 -2.3676 2.4029  0.12
17 O -2.6888 2.9717 -0.3089  -0.94
18 H -2.5487 3.9268 -0.2389  0.48
19 H -3.6528 3.0058 -0.3543  0.48
20 O -0.9467 3.2855 -2.4915  -0.97
21 H -1.0071 2.5784 -3.1357  0.47
22 H -1.3103 2.8848 -1.6888  0.49

SMILES string   NCNCCS.O.O
HOMO level   -8.8 eV
Gap between HOMO and LUMO   9.370 eV
Lowest unoccupied orbital energy   0.5 eV
Multiplicity   1

=====

Which of them is the least stable? Correct choice: run 1.